i:
Below is a cluster of 2 separate species, C4H10O in total, with properties calculated with ωB97M-V/def2-TZVPD.

Positions of all 15 atoms, in Å:
1 C 2.0504 0.7992 -1.6051
2 C 1.5780 0.4938 -0.3910
3 C 0.2210 -0.3081 -0.2882
4 C 0.3742 -1.7951 -0.5916
5 H 2.5787 1.7427 -1.6828
6 H 1.6069 0.4051 -2.5105
7 H 1.7449 1.1439 0.4590
8 H -0.7625 -0.0207 -0.6767
9 H 0.1782 -0.1544 0.7976
10 H -0.2055 -2.1865 -1.4400
11 H 0.0101 -2.4274 0.2173
12 H 1.3770 -2.1815 -0.8470
13 O -3.5901 1.9065 2.8857
14 H -2.8575 1.3063 2.6714
15 H -4.3036 1.2762 3.0019

## Properties
E_HOMO = -9.6 eV
SMILES = C=CCC.O
Kohn-Sham gap = 10.27 eV
Molar mass = 74.1 g mol⁻¹


ii:
Below is the molecule C4H10O, with properties calculated with ωB97M-V/def2-TZVPD.

Positions of all 15 atoms, in Å:
1 C 1.7430 0.2773 -1.3771
2 C 0.7039 0.9326 -0.4862
3 C -0.3075 -0.1252 -0.0052
4 O -1.0394 0.4155 1.0423
5 C -1.7720 -0.6269 1.5940
6 H 1.2695 -0.1455 -2.2704
7 H 2.5187 0.9760 -1.7010
8 H 2.2171 -0.5402 -0.8277
9 H 0.2268 1.7698 -1.0315
10 H 1.1681 1.4013 0.3904
11 H 0.0421 -1.2022 0.4612
12 H -0.9704 -0.4466 -0.8321
13 H -2.5983 -0.9329 0.9297
14 H -1.0076 -1.5257 1.5823
15 H -2.1938 -0.2272 2.5314

## Properties
E_HOMO = -9.8 eV
SMILES = CCCOC
Kohn-Sham gap = 11.01 eV
Molar mass = 74.1 g mol⁻¹


iii:
Below is a cluster of 2 separate species, C4H10O in total, with properties calculated with ωB97M-V/def2-TZVPD.

Positions of all 15 atoms, in Å:
1 C 1.0245 1.3096 -1.5321
2 C 0.4779 0.1588 -0.9085
3 C 0.2784 0.1078 0.5801
4 C -0.7002 -0.9438 1.0748
5 O -0.5341 -1.0249 2.4781
6 H 1.0070 2.2611 -1.0136
7 H 1.4821 1.2379 -2.5104
8 H -0.3551 0.8445 -1.6230
9 H -1.1730 0.0272 -1.3166
10 H 0.6632 -0.7944 -1.3998
11 H -0.0071 1.0951 0.9579
12 H 1.2710 -0.1118 0.9968
13 H -1.7241 -0.6573 0.8004
14 H -0.4859 -1.9101 0.5879
15 H -1.2246 -1.5997 2.8279

## Properties
E_HOMO = -7.3 eV
Kohn-Sham gap = 8.12 eV
Molar mass = 74.1 g mol⁻¹


We find ii to be the most stable, with the next structure 0.701 eV higher.


i:
Below is a structure of composition C4H10O, with properties calculated with ωB97M-V/def2-TZVPD.

Positions of all 15 atoms, in Å:
1 C 2.0196 0.0757 -0.2796
2 C 0.6584 -0.4912 0.0724
3 C -0.5363 0.1692 -0.3131
4 C -1.8361 -0.5675 -0.4357
5 O -0.7952 0.9094 1.4319
6 H 2.0231 1.1708 -0.2006
7 H 2.3549 -0.1815 -1.2934
8 H 2.7813 -0.2927 0.4166
9 H 0.5869 -1.5766 0.1563
10 H 0.1692 0.1314 1.2358
11 H -0.4745 1.1173 -0.8499
12 H -1.9367 -0.9634 -1.4539
13 H -1.8577 -1.4093 0.2625
14 H -2.6856 0.0838 -0.2236
15 H -0.4713 1.8245 1.4743

## Properties
E_HOMO = -8.1 eV
Kohn-Sham gap = 9.18 eV
Molar mass = 74.1 g mol⁻¹


ii:
Below is a cluster of 2 separate species, C4H10O in total, with properties calculated with ωB97M-V/def2-TZVPD.

Positions of all 15 atoms, in Å:
1 C 3.0952 -1.9232 -3.0734
2 C 2.8060 -0.9996 -2.0366
3 O 1.5091 -0.8291 -1.7683
4 H 4.0621 -2.0392 -3.2887
5 H 2.3594 -2.3644 -3.6954
6 H 3.4556 -0.5018 -1.3955
7 H 1.5512 -0.2178 -0.9561
8 C -2.3333 1.2853 2.7780
9 C -2.3936 0.9290 1.3301
10 H -2.3821 0.5199 3.4729
11 H -2.9658 2.0449 2.8471
12 H -1.3655 1.6262 3.0978
13 H -1.6966 1.5794 0.6990
14 H -2.2801 -0.1422 1.0125
15 H -3.4216 1.0326 0.9767

## Properties
E_HOMO = -8.5 eV
SMILES = C=CO.CC
Kohn-Sham gap = 9.13 eV
Molar mass = 74.1 g mol⁻¹


We find ii to be the most stable, with the next structure 0.540 eV higher.


i:
Below is the molecule C4H10O, with properties calculated with ωB97M-V/def2-TZVPD.

Positions of all 15 atoms, in Å:
1 C 1.5215 -0.9182 -0.4524
2 C 0.4838 -0.7905 0.6846
3 C -0.6293 0.2540 0.4067
4 C -1.3636 -0.0609 -0.8897
5 O -0.0769 1.5787 0.3025
6 H 2.3311 -1.5780 -0.1664
7 H 1.8738 0.0897 -0.6457
8 H 1.1047 -1.3011 -1.3625
9 H 1.0166 -0.6341 1.6355
10 H -0.0343 -1.7348 0.8317
11 H -1.3217 0.2648 1.2291
12 H -2.2654 0.5504 -1.0358
13 H -0.7207 0.0928 -1.7872
14 H -1.6814 -1.1110 -0.8336
15 H 0.2384 1.8250 1.2200

## Properties
E_HOMO = -10.1 eV
SMILES = CC[C@H](C)O
Kohn-Sham gap = 11.10 eV
Molar mass = 74.1 g mol⁻¹


ii:
Below is a cluster of 2 separate species, C4H10O in total, with properties calculated with ωB97M-V/def2-TZVPD.

Positions of all 15 atoms, in Å:
1 C 1.9866 -0.1031 0.1464
2 C 0.9512 0.1226 -0.9220
3 C -0.1181 0.8977 -0.7375
4 O -0.2682 1.6281 0.4022
5 H 1.5334 -0.2369 1.1399
6 H 2.6445 0.7673 0.2149
7 H 2.6083 -0.9812 -0.0582
8 H 1.0419 -0.3633 -1.8879
9 H -0.9599 0.8949 -1.4322
10 H -1.2027 1.8046 0.5783
11 C -1.6462 -0.8679 0.5118
12 H -0.7028 -0.7189 -0.0616
13 H -1.9923 -1.8418 0.1867
14 H -1.4125 -0.8600 1.5780
15 H -2.4630 -0.1420 0.3412

## Properties
E_HOMO = -8.4 eV
SMILES = C/C=C\O.C
Kohn-Sham gap = 9.26 eV
Molar mass = 74.1 g mol⁻¹


iii:
Below is the molecule C4H10O, with properties calculated with ωB97M-V/def2-TZVPD.

Positions of all 15 atoms, in Å:
1 C -0.3889 -1.1766 0.7975
2 C -0.0358 0.0843 0.0083
3 C -0.7696 0.2107 -1.3202
4 C 1.4583 0.3591 -0.1120
5 O -0.6620 1.1614 0.8385
6 H 0.4573 -1.7409 1.2041
7 H -0.8933 -0.5843 1.5704
8 H -1.1013 -1.8605 0.3207
9 H -1.8324 -0.0017 -1.1671
10 H -0.6676 1.2422 -1.6649
11 H -0.3912 -0.4645 -2.0985
12 H 1.9763 -0.2916 -0.8288
13 H 1.5892 1.3954 -0.4341
14 H 1.9467 0.2265 0.8614
15 H -0.0958 1.4230 1.5841

## Properties
E_HOMO = -10.3 eV
SMILES = CC(C)(C)O
Kohn-Sham gap = 11.24 eV
Molar mass = 74.1 g mol⁻¹


We find i to be the most stable, with the next structure 0.298 eV higher.


i:
Below is a cluster of 2 separate species, C4H10O in total, with properties calculated with ωB97M-V/def2-TZVPD.

Positions of all 15 atoms, in Å:
1 C 0.2078 -0.4401 0.7305
2 C -1.0770 -0.2405 1.0212
3 C -1.7276 1.1024 0.7834
4 C -1.8703 -1.4008 1.5650
5 H 0.6406 -1.3951 0.9741
6 H 0.8542 0.3626 0.4463
7 H -1.3682 1.5303 -0.1431
8 H -2.7909 1.1474 0.9788
9 H -1.3366 1.7295 1.5662
10 H -1.6904 -2.3304 1.0415
11 H -1.6442 -1.5228 2.6295
12 H -2.9493 -1.2361 1.5466
13 O 5.0105 0.8951 -4.7797
14 H 4.1425 0.8902 -4.3492
15 H 5.5988 0.9082 -4.0111

## Properties
E_HOMO = -9.1 eV
SMILES = C=C(C)C.O
Kohn-Sham gap = 9.98 eV
Molar mass = 74.1 g mol⁻¹


ii:
Below is the molecule C4H10O, with properties calculated with ωB97M-V/def2-TZVPD.

Positions of all 15 atoms, in Å:
1 C 1.8713 -0.1003 0.0159
2 C 0.6529 -0.1812 -0.9066
3 C -0.6458 0.5564 -0.5407
4 C -1.6456 -0.4596 0.2473
5 O -0.3905 1.6975 0.2445
6 H 1.5338 -0.2272 1.0469
7 H 2.4715 0.8184 -0.0252
8 H 2.5446 -0.9359 -0.2161
9 H 0.9262 -0.1598 -1.9744
10 H 0.1644 -1.1176 -0.7096
11 H -1.1353 0.8487 -1.4882
12 H -1.7758 -1.4869 -0.1595
13 H -1.3624 -0.6365 1.3016
14 H -2.6668 -0.0589 0.2685
15 H -1.2600 1.9700 0.5558

## Properties
E_HOMO = -10.0 eV
SMILES = CC[C@@H](C)O
Kohn-Sham gap = 10.93 eV
Molar mass = 74.1 g mol⁻¹


We find ii to be the most stable, with the next structure 0.061 eV higher.